Entry 1:
Computed, not measured: a molecular structure, C16H24N2O5RuS5, with ωB97M-V/def2-TZVPD.

```
53
Properties=species:S:1:pos:R:3:forces:R:3:mulliken_charge:R:1
Ru -0.45697 -0.03657 0.33255 0.42 -0.89 -1.54 1.11
C 2.63566 -1.55638 1.76257 -0.19 0.29 -0.41 -0.99
C 1.87391 -1.27792 3.04368 -0.44 -0.03 0.07 -0.67
S 0.05513 -1.28272 2.77585 0.20 0.61 -0.14 0.05
C -0.43140 -0.07382 4.07478 0.34 -0.34 -0.30 -0.50
C -1.86143 0.38820 3.86809 0.01 -0.08 -0.45 -0.91
S -2.27255 0.97893 2.17919 0.89 -0.13 -0.33 0.04
C -1.80576 2.75116 2.23238 0.02 -0.45 -0.20 -0.80
C -0.32635 3.08023 2.29670 0.26 -0.02 -0.33 -0.70
S 0.61429 2.53112 0.81013 -0.57 -1.36 0.19 -0.01
C 2.19969 2.03129 1.60119 -0.24 0.23 -0.04 -0.21
C 3.02137 1.14283 0.68650 -0.44 -0.46 -0.04 -0.98
S 2.27469 -0.49061 0.31197 -0.46 0.10 0.37 0.20
H 2.37701 -2.54893 1.38585 0.14 0.01 -0.01 0.40
H 3.70926 -1.50915 1.94562 0.00 -0.12 -0.01 0.54
H 2.15632 -0.32422 3.48576 0.00 0.00 0.03 0.39
H 2.08653 -2.06915 3.76607 0.06 0.09 -0.04 0.51
H 0.27402 0.75730 4.05906 -0.03 -0.03 0.01 0.12
H -0.34701 -0.58106 5.03891 -0.03 0.10 -0.03 0.45
H -2.10932 1.18608 4.56841 -0.09 -0.03 -0.01 0.48
H -2.54824 -0.44364 4.02383 -0.05 0.06 0.06 0.46
H -2.30396 3.17867 3.10184 -0.09 0.05 -0.04 0.50
H -2.25731 3.16161 1.32752 -0.04 0.04 0.08 0.39
H 0.14528 2.63300 3.16894 0.01 0.04 0.00 0.32
H -0.20758 4.16329 2.35571 0.00 -0.04 0.06 0.51
H 1.96086 1.52803 2.53707 0.00 0.06 -0.03 -0.16
H 2.75102 2.94918 1.81670 -0.03 -0.04 0.04 0.50
H 4.01841 0.98076 1.09749 -0.01 0.05 -0.04 0.47
H 3.11745 1.60578 -0.29640 0.18 -0.01 0.00 0.42
O 0.72919 -5.06935 -3.54914 -0.13 0.18 -0.03 -0.53
C 0.41767 -4.13552 -2.86798 0.20 -0.03 0.28 0.32
C 0.35482 -2.67366 -3.27800 -0.62 0.23 -0.07 -0.17
O 0.34161 -2.24571 -4.41366 0.21 0.26 -0.16 -0.63
C 0.17554 -1.90558 -2.03856 -0.15 -3.75 1.27 0.77
C -0.16443 -2.79601 -0.95211 1.05 0.44 -3.57 0.66
O -0.58626 -2.38865 0.14803 -1.00 2.56 2.45 -0.89
C 0.03447 -4.19931 -1.38647 0.08 -0.04 -0.08 0.09
O -0.03503 -5.21037 -0.73779 -0.09 0.02 0.25 -0.59
O 0.29004 -0.66562 -1.90077 -0.33 3.10 1.90 -0.45
C 0.23162 1.65403 -4.17273 0.13 -0.17 -0.33 -1.17
N -0.56202 1.73056 -2.96776 -0.14 -0.01 0.20 -0.01
C -1.56680 0.90032 -2.69787 0.43 0.21 -0.80 0.63
S -2.28855 1.00415 -1.14103 0.56 -0.51 1.78 -0.44
N -2.05939 0.10961 -3.63578 0.57 0.42 0.17 -0.16
C -3.10428 -0.86417 -3.44073 -0.49 -0.50 0.02 -0.92
H 1.05474 2.35600 -4.09679 0.01 0.06 0.00 0.37
H -0.36690 1.92272 -5.04534 0.02 0.04 -0.01 0.34
H 0.64063 0.64867 -4.30443 -0.03 -0.02 0.02 0.40
H -0.20619 2.26689 -2.18671 -0.23 -0.19 -0.20 0.21
H -1.56282 0.05142 -4.51680 0.06 0.03 0.10 0.25
H -3.40365 -0.87445 -2.39385 0.04 -0.06 -0.17 0.36
H -2.73491 -1.84999 -3.72589 -0.01 0.04 0.02 0.30
H -3.97212 -0.61930 -4.05583 0.07 0.00 0.04 0.32
```
Positions in Å, forces in eV/Å.

Values from the calculation:
**Expectation value of S²**: 0.803
**2S+1**: 2
**Molar mass**: 585.78 g mol⁻¹
**Charge**: +1
**Gap between HOMO and LUMO (alpha / beta)**: 0.1656 / 0.1749 hartree


Entry 2:
Computed, not measured: a molecular structure, C34H40ClN11OSTi, with ωB97M-V/def2-TZVPD.

```
89
Properties=species:S:1:pos:R:3:forces:R:3:mulliken_charge:R:1
Ti 0.88217 2.12288 1.08532 -0.41 -0.51 0.19 -0.66
C 0.16877 0.26458 3.89700 -0.09 -0.08 -0.37 -1.22
C 1.14548 -0.71376 3.63177 0.09 0.21 0.12 -0.22
C 2.30131 -0.05696 3.19589 -0.21 -0.14 -0.39 -1.51
C 2.02609 1.33502 3.10590 0.33 -0.08 0.41 -0.42
C 0.69748 1.52440 3.57142 0.01 -0.11 0.24 -0.58
H -0.83082 0.08769 4.27739 0.07 0.01 -0.04 0.53
H 1.02774 -1.78549 3.73718 0.03 0.08 0.05 0.54
H 3.23422 -0.55226 2.95270 -0.01 0.01 0.02 0.58
H 2.78016 2.10962 3.07751 0.04 0.07 -0.05 0.98
H 0.26480 2.46588 3.85829 -0.12 0.13 -0.05 0.86
N 4.32701 1.18484 0.96683 0.13 0.09 -0.11 -0.25
C 4.00096 2.26970 0.23726 -0.15 -0.18 0.16 0.31
N 4.98921 3.00866 -0.23808 -0.24 0.02 -0.07 -0.84
C 4.58235 4.05915 -0.98825 0.46 0.28 -0.06 0.36
N 5.56607 4.93308 -1.32767 -0.11 -0.04 0.00 -0.41
N 3.36130 4.31892 -1.41335 -0.09 -0.39 0.17 -0.75
C 2.42402 3.45937 -0.95517 0.40 -0.12 0.06 0.40
N 2.68076 2.50459 0.03723 0.16 0.44 -0.46 0.71
C 1.13795 3.40636 -1.51762 -0.25 -0.23 -0.10 0.15
C 0.79024 4.07158 -2.71772 0.12 0.09 0.17 -1.11
C -0.37554 3.74721 -3.33106 -0.35 -0.13 -0.11 -0.39
C -1.22117 2.75623 -2.75637 0.07 0.26 -0.35 -1.00
C -0.86281 2.20552 -1.56834 0.26 0.05 0.50 -0.15
N 0.27503 2.52608 -0.90602 0.18 0.43 -0.55 0.75
H 5.28672 1.09914 1.25024 0.02 -0.01 0.02 0.25
H 3.60812 0.70761 1.48455 -0.05 -0.01 0.05 -0.12
H 6.51630 4.63840 -1.19550 0.00 -0.01 0.01 0.26
H 5.35832 5.61121 -2.03825 0.00 0.00 -0.01 0.26
H 1.48010 4.79585 -3.12962 -0.01 -0.05 0.04 0.51
H -0.65098 4.23017 -4.25995 -0.04 -0.03 0.01 0.41
H -2.14822 2.45837 -3.22671 0.05 0.03 -0.02 0.44
H -1.51000 1.49580 -1.07342 -0.03 -0.06 0.06 0.45
C 3.04019 4.84368 2.37652 0.02 0.07 0.12 -1.22
C 1.56531 5.07548 2.34747 0.02 -0.24 -0.24 0.89
C 1.02905 6.25427 2.80745 -0.02 0.15 0.03 -0.94
C -0.35377 6.37409 2.78206 -0.14 0.31 0.12 -0.16
N -1.17638 5.41968 2.39481 0.17 -0.52 -0.20 -0.68
C -0.60015 4.27602 1.96857 0.01 0.38 0.13 0.53
S -1.53862 2.90305 1.52775 0.25 0.16 0.06 -0.56
N 0.75457 4.10226 1.88397 -0.29 0.49 0.37 0.38
H 3.57632 5.79084 2.35715 -0.01 0.00 0.02 0.45
H 3.36703 4.23806 1.54415 0.04 -0.06 -0.12 0.13
H 3.30739 4.32282 3.29930 0.00 0.00 -0.01 0.32
H 1.66970 7.05213 3.16013 -0.10 -0.04 -0.01 0.44
H -0.82395 7.30093 3.10684 0.03 -0.08 -0.03 0.39
C -3.73857 -5.41360 -0.69968 -0.08 -0.06 -0.08 -1.58
C -3.39875 -4.43490 0.43265 -0.02 -0.04 0.00 1.24
C -4.67310 -3.67319 0.81359 -0.09 0.02 0.06 -1.78
C -2.94794 -5.26620 1.64364 0.03 -0.04 0.08 -1.91
C -2.25752 -3.47245 -0.02870 0.22 -0.17 -0.12 2.55
O -1.23432 -4.32677 -0.52758 -0.12 0.03 0.05 -0.70
C -2.77468 -2.48573 -1.10057 -0.22 0.06 0.10 -1.70
C -1.79906 -1.90297 -2.12646 0.05 0.00 -0.09 -0.12
C -1.12889 -2.90173 -3.04321 -0.09 -0.11 -0.04 -0.23
C 0.23943 -2.86753 -3.27445 0.09 0.02 -0.04 0.36
C 0.85267 -3.77051 -4.13903 0.02 0.10 0.09 -1.08
C 0.08091 -4.72105 -4.77681 0.03 -0.08 -0.06 0.43
Cl 0.83789 -5.86189 -5.85949 -0.07 0.09 0.09 -0.23
C -1.28808 -4.78053 -4.56813 -0.06 0.04 0.04 -1.12
C -1.87938 -3.87173 -3.70514 -0.06 -0.04 -0.08 0.01
C -1.72338 -2.70873 1.19009 0.11 0.49 -0.02 -1.98
N -0.69452 -1.72275 0.85176 0.10 -0.90 -0.12 1.35
C -0.70453 -0.41006 0.97426 -0.22 0.09 0.02 -0.92
N 0.45885 0.09136 0.58331 -0.18 -0.78 0.14 1.96
C 1.16658 -1.01989 0.23616 0.41 0.33 -0.13 -1.26
N 0.51392 -2.14075 0.37331 -0.41 0.23 0.10 -0.84
H -4.51848 -6.09446 -0.34769 0.03 0.04 -0.04 0.52
H -2.87466 -6.00663 -0.99884 -0.01 0.06 0.06 0.32
H -4.12829 -4.91275 -1.59086 0.04 -0.02 0.10 0.27
H -5.40205 -4.38226 1.21498 0.03 0.03 -0.04 0.48
H -5.13826 -3.17888 -0.04129 0.04 -0.02 0.02 0.32
H -4.50639 -2.92209 1.59141 0.02 -0.05 -0.05 0.32
H -3.64086 -6.09789 1.78948 0.01 0.05 0.00 0.51
H -2.94897 -4.68684 2.57157 0.00 -0.01 -0.07 0.32
H -1.95073 -5.68446 1.49458 -0.05 0.02 -0.04 0.33
H -0.41350 -3.83012 -0.64336 0.01 0.06 0.06 0.56
H -3.25734 -1.65002 -0.57887 0.02 -0.02 -0.06 0.54
H -3.58031 -2.96532 -1.65655 0.04 -0.04 0.02 0.79
H -1.04305 -1.27202 -1.66132 0.12 -0.01 0.05 -0.58
H -2.39476 -1.22868 -2.75013 0.04 0.05 0.00 0.50
H 0.84532 -2.11983 -2.77274 -0.01 -0.03 -0.02 0.41
H 1.92012 -3.73663 -4.31607 -0.04 0.02 0.03 0.41
H -1.87849 -5.53102 -5.07786 0.01 0.03 0.03 0.41
H -2.95235 -3.92753 -3.54498 0.11 0.00 -0.04 0.39
H -1.28700 -3.38483 1.91768 0.05 -0.08 -0.02 0.40
H -2.52099 -2.14446 1.66650 -0.08 0.00 0.08 0.29
H -1.54841 0.15526 1.33294 0.02 0.01 0.08 0.37
H 2.18211 -0.97968 -0.12766 -0.04 0.02 0.03 0.58
```
Positions in Å, forces in eV/Å.

Values from the calculation:
**Expectation value of S²**: 2.014
**2S+1**: 3
**Molar mass**: 734.16 g mol⁻¹
**Charge**: 0
**Gap between HOMO and LUMO (alpha / beta)**: 0.2102 / 0.2638 hartree


Entry 3:
Computed, not measured: 4 unconnected molecules or ions with the total composition C5H9N3, with ωB97M-V/def2-TZVPD.

```
17
Properties=species:S:1:pos:R:3:forces:R:3:mulliken_charge:R:1
C -1.98125 -1.50071 1.07987 -2.51 -1.88 -0.14 -0.70
C 0.18982 -0.95787 0.69492 1.07 -3.07 -0.04 0.02
C 1.57079 0.78914 -0.02596 2.51 1.14 1.06 -0.56
C 1.26639 0.97926 -1.37423 -1.99 1.55 -6.35 -0.11
C 0.98188 1.25039 -2.55052 1.11 -1.29 5.13 -0.19
H -1.78501 -1.82503 2.56917 -0.78 0.72 -4.36 0.19
H -1.42340 -2.55834 0.08030 -2.82 1.93 3.44 0.24
H -3.30736 -0.83875 0.82547 4.23 -2.67 0.86 0.26
H -1.29688 1.14127 -0.41678 -0.27 -0.65 1.34 0.29
H -0.73306 1.28932 1.10976 -0.15 0.13 0.34 0.29
H 0.22108 -1.98862 0.99581 -0.05 -0.62 0.32 0.34
H 1.09991 1.65896 0.52884 0.75 -1.10 -0.11 0.16
H 2.71347 0.91765 -0.05859 -1.41 0.10 0.86 0.28
H 0.46246 1.37626 -3.42839 -0.44 0.30 -1.61 0.44
N -1.06370 -0.58106 0.59194 -1.22 2.90 0.25 0.34
N -1.41826 0.77994 0.57064 0.09 0.93 -1.51 -0.79
N 1.32240 -0.56087 0.38741 1.89 1.58 0.53 -0.49
```
Positions in Å, forces in eV/Å.

Values from the calculation:
**2S+1**: 1
**Molar mass**: 111.15 g mol⁻¹
**Charge**: 0
**Gap between HOMO and LUMO**: 0.3316 hartree